{"formula": "C16H12F3NO5RuS2", "method": "the ωB97M-V functional and the def2-TZVPD basis", "spin_multiplicity": 5, "s_squared": 6.057, "total_energy_ha": -2238.678198, "fmax_ev_per_a": 4.68, "e_above_lowest_kj_mol": 68.93, "gap_ev": [7.8, 4.4], "elements": ["Ru", "O", "C", "O", "C", "C", "C", "C", "C", "O", "C", "C", "O", "O", "H", "H", "H", "H", "H", "H", "H", "H", "S", "C", "N", "C", "C", "C", "C", "C", "C", "S", "H", "H", "H", "H", "F", "C", "F", "F"], "positions_angstrom": [[-0.315, -0.062, 0.000], [-1.218, 3.199, 2.386], [-0.566, 2.303, 1.913], [-0.952, 1.148, 1.577], [1.004, 2.536, 1.777], [1.738, 1.224, 2.116], [3.218, 1.530, 2.374], [3.694, 1.865, 0.949], [2.410, 1.604, 0.127], [1.796, 0.552, 0.862], [1.469, 2.792, 0.348], [0.245, 2.841, -0.720], [-0.055, 3.950, -1.082], [-0.195, 1.723, -1.062], [1.235, 3.362, 2.451], [1.251, 0.603, 2.866], [3.346, 2.339, 3.091], [3.703, 0.633, 2.759], [4.036, 2.892, 0.846], [4.491, 1.200, 0.624], [2.572, 1.318, -0.912], [1.954, 3.758, 0.217], [1.741, -0.967, -2.152], [0.218, -1.631, -2.387], [-0.755, -1.262, -1.566], [-1.919, -1.929, -1.775], [-3.083, -1.768, -1.022], [-4.142, -2.605, -1.291], [-4.064, -3.565, -2.301], [-2.928, -3.706, -3.080], [-1.852, -2.878, -2.814], [-0.265, -2.840, -3.551], [-3.110, -1.007, -0.246], [-5.042, -2.518, -0.704], [-4.910, -4.213, -2.477], [-2.865, -4.448, -3.859], [-1.680, -1.807, 1.678], [-0.434, -1.677, 1.175], [-0.153, -2.888, 0.612], [0.383, -1.600, 2.252]], "lowdin_spin": [2.557, 0.018, 0.013, 0.121, 0.007, 0.004, 0.003, 0.003, 0.003, 0.088, 0.004, 0.008, 0.021, 0.092, 0.001, 0.000, 0.000, 0.000, 0.000, 0.000, 0.001, 0.000, 0.590, 0.023, 0.187, 0.036, 0.057, 0.002, 0.077, -0.012, 0.071, -0.004, 0.008, -0.001, 0.004, -0.002, 0.025, -0.004, 0.000, -0.004]}